74
Properties=species:S:1:pos:R:3 method="wB97M-V/def2-TZVPD" e_above_lowest_kj_mol=117.4 e_lumo_ev="-4.0 / -4.6" total_charge=+1 s2=0.757 spin_multiplicity=2 gap_ev="6.7 / 6.8"
Ti -0.073 0.611 0.017
C 0.827 -3.137 0.924
C 0.659 -2.621 -0.465
C 0.857 -3.352 -1.637
C 0.609 -2.472 -2.665
N 0.270 -1.290 -2.139
N 0.299 -1.370 -0.775
B 0.056 0.089 -2.820
N 1.292 0.943 -2.380
C 2.282 1.551 -3.035
C 3.308 1.810 -2.143
C 2.880 1.342 -0.910
C 3.630 1.334 0.378
N 1.649 0.813 -1.053
N -1.292 0.653 -2.182
C -2.215 1.384 -2.825
C -3.390 1.349 -2.109
C -3.127 0.571 -0.980
C -4.077 0.124 0.078
N -1.850 0.157 -1.015
N -0.117 -0.030 -4.300
C -0.989 -0.862 -4.931
C -1.108 -0.442 -6.224
C -0.280 0.706 -6.308
C -0.036 1.580 -7.495
N 0.299 0.959 -5.148
H 1.290 -4.121 0.880
H -0.133 -3.242 1.429
H 1.465 -2.484 1.522
H 1.154 -4.384 -1.712
H 0.661 -2.603 -3.733
H 2.185 1.732 -4.093
H 4.253 2.278 -2.358
H 3.507 2.281 0.899
H 4.690 1.194 0.167
H 3.298 0.534 1.038
H -1.977 1.841 -3.774
H -4.327 1.809 -2.377
H -4.866 -0.467 -0.389
H -4.544 0.973 0.574
H -3.581 -0.495 0.821
H -1.464 -1.680 -4.412
H -1.701 -0.888 -7.005
H 0.284 0.991 -8.355
H 0.736 2.313 -7.270
H -0.943 2.113 -7.783
O -0.465 3.705 1.720
S 0.371 3.014 0.806
O 1.575 3.625 0.369
O 0.679 1.540 1.383
O -0.435 2.430 -0.392
F -3.066 3.500 5.624
C -2.497 2.529 4.927
C -2.621 2.497 3.548
F -3.319 3.427 2.914
C -2.008 1.473 2.864
F -2.138 1.400 1.526
C -1.289 0.464 3.477
S -0.579 -0.827 2.535
C -1.207 0.516 4.861
F -0.564 -0.445 5.539
C -1.789 1.535 5.586
F -1.688 1.562 6.909
C 1.100 -3.709 5.569
N 1.069 -2.460 4.825
C 2.131 -1.857 4.310
N 3.332 -2.419 4.491
S 1.988 -0.404 3.418
H 0.093 -3.927 5.910
H 1.738 -3.624 6.450
H 1.442 -4.535 4.944
H 0.185 -2.001 4.658
H 3.469 -3.183 5.131
H 4.143 -1.921 4.166

=====

60
Properties=species:S:1:pos:R:3 method="wB97M-V/def2-TZVPD" e_above_lowest_kj_mol=18.7 e_lumo_ev=-3.3 total_charge=+1 gap_ev=6.4
Ca -0.349 0.005 0.000
C -2.031 -1.192 2.322
C -2.970 -1.555 1.164
O -2.230 -1.350 -0.013
C -2.894 -1.637 -1.217
C -1.935 -1.215 -2.337
O -1.292 0.015 -2.074
C -2.023 1.199 -2.324
C -2.958 1.571 -1.164
O -2.218 1.361 0.012
C -2.878 1.655 1.218
C -1.921 1.222 2.337
O -1.291 -0.015 2.071
H -1.274 -1.976 2.421
H -2.595 -1.112 3.259
H -3.876 -0.931 1.166
H -3.294 -2.601 1.259
H -3.848 -1.095 -1.273
H -3.122 -2.709 -1.305
H -2.462 -1.187 -3.298
H -1.118 -1.941 -2.390
H -2.589 1.122 -3.260
H -1.256 1.975 -2.423
H -3.867 0.950 -1.165
H -3.275 2.622 -1.264
H -3.837 1.119 1.275
H -3.095 2.731 1.311
H -2.446 1.196 3.299
H -1.094 1.938 2.388
O 6.720 1.110 -0.055
C 6.256 -0.018 0.001
O 6.708 -1.152 -0.007
C 4.646 -0.010 0.049
C 3.943 1.175 -0.025
C 2.549 1.153 -0.003
N 1.860 -0.006 0.013
C 2.544 -1.165 -0.002
C 3.935 -1.194 0.031
C 1.787 -2.422 -0.002
C 2.452 -3.656 -0.056
C 1.743 -4.837 -0.035
C 0.358 -4.766 0.033
C -0.222 -3.511 0.065
N 0.448 -2.360 0.047
C 1.801 2.413 0.007
C 2.473 3.645 0.076
C 1.770 4.829 0.048
C 0.386 4.767 -0.036
C -0.201 3.518 -0.085
N 0.461 2.362 -0.067
H 4.536 2.073 -0.081
H 4.523 -2.095 0.065
H 3.523 -3.704 -0.118
H 2.251 -5.790 -0.064
H -0.252 -5.656 0.055
H -1.298 -3.441 0.106
H 3.544 3.684 0.155
H 2.284 5.776 0.081
H -0.216 5.660 -0.056
H -1.276 3.453 -0.138

=====

75
Properties=species:S:1:pos:R:3 method="wB97M-V/def2-TZVPD" e_above_lowest_kj_mol=102.9 e_lumo_ev=0.4 gap_ev=8.7
Mg 0.002 0.203 0.086
F -1.246 -0.727 4.706
C 0.003 -1.081 4.437
F 0.836 -0.143 4.858
F 0.282 -2.230 5.028
S 0.245 -1.255 2.633
O -0.226 0.030 2.068
O 1.619 -1.619 2.494
N -0.767 -2.426 2.268
S -1.377 -2.393 0.816
O -0.437 -1.769 -0.154
O -1.962 -3.634 0.445
C -2.889 -1.285 0.965
F -2.612 0.004 0.826
F -3.771 -1.647 0.055
F -3.397 -1.484 2.175
C 5.308 -1.484 -0.713
N 4.218 -0.669 -0.226
C 4.347 0.653 0.354
C 2.892 0.981 0.663
O 2.508 1.970 1.240
N 2.092 -0.041 0.176
C 2.916 -0.967 -0.300
N 2.487 -2.115 -0.847
H 6.189 -0.856 -0.822
H 5.074 -1.895 -1.697
H 5.551 -2.299 -0.026
H 4.737 1.372 -0.370
H 4.960 0.663 1.255
H 1.509 -2.336 -0.735
H 3.131 -2.872 -0.983
O -1.877 0.114 -1.873
C -0.819 0.238 -2.518
N -0.690 0.065 -3.859
C 0.661 0.354 -4.291
C 1.340 0.543 -2.889
O 2.539 0.670 -2.749
N 0.370 0.550 -1.923
C 0.781 1.699 -5.020
C 2.037 2.131 -5.444
C 2.179 3.351 -6.086
C 1.068 4.157 -6.316
C -0.179 3.737 -5.887
C -0.322 2.513 -5.238
C 1.244 -0.802 -5.094
C 1.125 -0.827 -6.480
C 1.626 -1.894 -7.214
C 2.260 -2.947 -6.569
C 2.382 -2.930 -5.186
C 1.875 -1.865 -4.454
H -1.436 -0.247 -4.455
H 2.903 1.508 -5.252
H 3.162 3.680 -6.404
H 1.178 5.106 -6.827
H -1.049 4.362 -6.051
H -1.299 2.199 -4.894
H 0.644 -0.002 -6.993
H 1.526 -1.900 -8.293
H 2.661 -3.775 -7.142
H 2.879 -3.747 -4.677
H 1.978 -1.852 -3.374
C -1.990 5.018 1.837
N -2.548 4.368 0.660
C -1.995 3.286 0.076
S -0.458 2.740 0.549
N -2.698 2.745 -0.924
C -3.929 3.290 -1.446
H -2.496 5.972 1.970
H -0.927 5.191 1.694
H -2.116 4.408 2.732
H -3.518 4.541 0.467
H -2.323 1.898 -1.350
H -3.823 4.354 -1.668
H -4.776 3.154 -0.763
H -4.164 2.769 -2.371